Formula: C8H11IN2O3S
Source: the OMol25 dataset
Level of theory: wB97M-V/def2-TZVPD

Values from the calculation:
HOMO-LUMO gap (eV): 7.736
HOMO (eV): -8.71
Spin multiplicity: 1
Total charge: 0
F_max (eV/Å): 3.2

Geometry (Å):
C: -1.0315 -1.9248 -1.9629
C: 0.1086 -1.7501 0.2803
C: -1.2965 -0.5596 -2.4571
C: -0.1678 2.3627 2.0603
C: -1.6364 2.0225 1.9424
C: -0.2726 -0.3144 0.7969
C: 1.0698 -0.5898 0.1591
C: -0.7190 1.0979 2.6991
N: -0.4815 -2.3136 -0.8873
N: 2.2978 -1.3105 -1.8869
O: -1.5668 0.4339 -1.8425
O: 2.2622 1.1903 -1.0149
O: -0.2128 -0.1043 2.1755
S: 1.4562 0.0742 -1.4930
I: -0.4842 -0.3297 -4.4690
H: -1.2999 -2.5665 -2.8120
H: 0.3475 -2.3598 1.0815
H: 0.2443 2.2504 1.0310
H: 0.1126 3.1829 2.6572
H: -2.2876 2.5909 2.5900
H: -2.0823 1.6559 0.9051
H: -0.8895 0.1906 0.0789
H: 2.0298 -0.5057 0.7940
H: -0.7686 1.0741 3.8274
H: 2.2177 -1.7495 -2.8220
H: 3.0504 -1.7480 -1.4310

Forces on atoms 1 to 6 (eV/Å):
C 0.13 -0.46 0.40
C -1.18 2.75 -1.25
C 0.94 2.85 1.14
C -0.84 -1.14 -1.81
C -1.16 -1.19 -1.12
C 2.27 -0.76 -0.62